Record 1
Formula: C28H30N6O5S
Source: the OMol25 dataset
Level of theory: ωB97M-V/def2-TZVPD

Computed properties:
- Gap between HOMO and LUMO: 0.287 hartree
- ΔE to the lowest compared entry with this formula, charge and spin: 8.15 kcal/mol
- E_HOMO: -8.0 eV

```
70
C28H30N6O5S (ωB97M-V/def2-TZVPD)
C 4.3635 -2.0507 -4.4481
C 3.7787 -0.8514 -5.1885
O 2.3710 -0.7771 -5.0725
C 1.8070 -0.3805 -3.9043
C 2.4899 0.1392 -2.8075
C 1.7945 0.5203 -1.6752
C 0.4129 0.3779 -1.6065
C -0.2759 -0.1195 -2.7104
C 0.4154 -0.4931 -3.8409
H -0.1042 -0.8832 -4.7010
H -1.3510 -0.2115 -2.6800
N -0.2829 0.7894 -0.4476
C 0.0209 0.3295 0.7928
O -0.4632 0.8382 1.8115
C 0.8566 -0.8509 0.9267
C 1.2556 -1.3663 2.1657
N 1.1263 -0.7704 3.3544
H 0.5497 0.0561 3.4029
H 1.4008 -1.3048 4.1675
C 1.8736 -2.6443 1.9775
N 1.9168 -3.0693 0.7330
S 1.2687 -2.0095 -0.3031
C 2.3912 -3.4630 3.0917
O 2.3227 -3.1042 4.2567
N 2.9362 -4.6323 2.7049
H 2.9459 -4.8726 1.7288
H 3.3037 -5.2650 3.3947
C -1.4028 1.7281 -0.6437
C -1.2999 2.9353 0.2337
C -2.2207 3.4498 1.1004
N -1.7313 4.5846 1.6837
C -0.4775 4.8293 1.2060
C 0.4158 5.8531 1.4949
C 1.6216 5.8543 0.8284
C 1.9308 4.8681 -0.1125
C 1.0509 3.8499 -0.4021
C -0.1706 3.8132 0.2700
H 1.2947 3.1035 -1.1429
H 2.8819 4.9136 -0.6229
H 2.3411 6.6343 1.0289
H 0.1700 6.6202 2.2145
H -2.2139 5.1373 2.3712
H -3.2052 3.0970 1.3381
H -1.3440 2.0467 -1.6915
C -2.7024 0.9181 -0.4898
O -3.3613 0.5880 -1.4575
N -2.9898 0.5744 0.7765
H -2.3069 0.8129 1.4906
C -3.9574 -0.4448 1.0939
H -4.5946 -0.1114 1.9179
H -4.5731 -0.6054 0.2069
C -3.2624 -1.7601 1.5103
C -2.5026 -2.4072 0.3494
H -1.7298 -3.0715 0.7386
H -2.0403 -1.6749 -0.3081
C -3.6062 -3.2051 -0.3456
H -4.0859 -2.5945 -1.1098
C -4.5853 -3.5170 0.7979
H -4.5319 -4.5640 1.1130
O -4.2107 -2.7234 1.9163
H -5.6211 -3.2921 0.5185
H -3.2286 -4.1108 -0.8145
H -2.6177 -1.5569 2.3735
H 2.3312 0.9205 -0.8271
H 3.5606 0.2650 -2.8202
H 4.2463 0.0827 -4.8540
H 3.9540 -0.9558 -6.2627
H 4.1635 -1.9854 -3.3813
H 3.9167 -2.9676 -4.8237
H 5.4377 -2.0904 -4.6058
```


Record 2
Formula: C28H30NO2S
Source: the OMol25 dataset
Level of theory: ωB97M-V/def2-TZVPD

Computed properties:
- Charge: +1
- Gap between HOMO and LUMO: 0.203 hartree
- ΔE to the lowest compared entry with this formula, charge and spin: 8.89 kcal/mol
- E_HOMO: -9.9 eV

```
62
C28H30NO2S (ωB97M-V/def2-TZVPD)
C 8.5928 0.2055 0.4915
O 7.4851 -0.5604 0.9993
C 6.2397 -0.1417 0.6580
C 5.1591 -0.9319 1.1311
C 3.8776 -0.5682 0.8009
C 3.6076 0.5586 -0.0037
C 2.1652 0.8216 -0.3221
C 1.7936 2.0521 -0.9037
S 0.2273 2.5957 -1.3357
C 0.3309 4.3045 -0.6830
C 0.4392 3.0768 -3.0944
O 1.3732 -0.1121 -0.0540
C 4.6834 1.3096 -0.4942
C 5.9939 0.9969 -0.1487
H 9.4729 -0.3336 0.8353
H 8.5718 0.2526 -0.6028
H 8.5798 1.2228 0.8972
H 5.3639 -1.8056 1.7430
H 3.0570 -1.1828 1.1718
H 2.5722 2.8042 -1.0330
H -0.6163 4.8061 -0.9049
H 0.4784 4.2328 0.3986
H 1.1674 4.8250 -1.1601
H -0.5027 3.5228 -3.4402
H 1.2558 3.8014 -3.1755
H 0.6602 2.1735 -3.6720
H 4.4985 2.1506 -1.1561
H 6.8286 1.6071 -0.5007
C -4.3715 0.5412 -3.9583
N -3.9071 0.1314 -2.6480
C -2.6224 0.2656 -2.2236
C -2.4853 -0.3348 -0.9465
C -1.3397 -0.3722 -0.1784
C -1.2588 -0.9828 1.1267
C -2.0796 -0.5674 2.2074
C -2.0833 -1.2673 3.4108
C -1.2943 -2.4110 3.5781
C -1.3867 -3.2044 4.8422
C -0.4336 -2.8002 2.5439
C -0.3640 -2.0566 1.3729
C -3.8079 -0.8938 -0.6261
C -4.2857 -1.7137 0.3865
C -5.6562 -2.0067 0.4347
C -6.5252 -1.5406 -0.5680
C -6.0342 -0.8215 -1.6717
C -4.6765 -0.5222 -1.6787
H -5.4645 0.5172 -3.9903
H -4.0196 1.5617 -4.1468
H -3.9683 -0.1124 -4.7482
H -1.8678 0.7611 -2.8258
H -0.4231 -0.0489 -0.6574
H -2.7123 0.3154 2.0798
H -2.7152 -0.9353 4.2387
H -0.6968 -4.0488 4.8225
H -1.1401 -2.6086 5.7264
H -2.4075 -3.5779 4.9762
H 0.2004 -3.6783 2.6710
H 0.3751 -2.3034 0.6143
H -3.5850 -2.1446 1.0971
H -6.0449 -2.6128 1.2564
H -7.5955 -1.7395 -0.4823
H -6.6790 -0.4716 -2.4777
```


Record 3
Formula: C28H31AlN2PSeSi
Source: the OMol25 dataset
Level of theory: ωB97M-V/def2-TZVPD

Computed properties:
- Charge: +1
- Gap between HOMO and LUMO: 0.213 hartree
- E_HOMO: -9.3 eV

```
65
C28H31AlN2PSeSi (ωB97M-V/def2-TZVPD)
Al -0.8403 0.4543 -1.9611
C -0.7416 2.9458 4.3162
C -0.8382 1.5603 4.3291
C -0.6896 0.8407 3.1538
C -0.4446 1.5080 1.9542
C -0.3553 2.8994 1.9485
C -0.5024 3.6169 3.1262
P -0.0856 0.6348 0.3981
C -0.9281 -0.9655 0.6642
C -0.2721 -2.1909 0.6570
C -0.9940 -3.3649 0.8024
C -2.3744 -3.3209 0.9471
C -3.0341 -2.1004 0.9450
C -2.3139 -0.9248 0.8009
C 1.6673 0.2627 0.5913
C 2.5689 0.2931 1.5949
C 4.4586 -1.4079 0.8327
C 4.9037 -1.7874 -0.5571
C 4.1261 -1.5945 -1.6465
C 4.3753 -2.1188 -2.9711
C 3.3821 -2.0724 -3.8854
C 2.0758 -1.5065 -3.6541
C 1.7553 -0.9223 -2.4615
C 2.8478 -0.8977 -1.4682
H -0.8600 3.5031 5.2358
H -1.0353 1.0396 5.2567
H -0.7746 -0.2389 3.1700
H -0.1767 3.4269 1.0177
H -0.4359 4.6965 3.1137
H 0.7995 -2.2279 0.5167
H -0.4803 -4.3170 0.7946
H -2.9359 -4.2389 1.0554
H -4.1097 -2.0615 1.0558
H -2.8331 0.0260 0.8138
H 2.6362 0.5382 2.6422
H 5.3252 -1.2151 1.4677
H 5.8424 -2.3216 -0.6374
H 5.3202 -2.5978 -3.1856
H 3.5621 -2.5057 -4.8617
H 1.3487 -1.5208 -4.4547
C 4.6587 1.0359 0.5053
N 3.7175 -0.0923 0.7260
C 3.5864 -2.4835 1.4578
C 2.6631 -0.1996 -0.3447
N 0.6550 -0.2888 -2.0462
H 5.2333 1.1889 1.4172
H 4.0792 1.9221 0.2628
H 5.3189 0.7688 -0.3181
H 3.1110 -2.1260 2.3743
H 4.2096 -3.3405 1.7074
H 2.8217 -2.8161 0.7578
C -4.4014 3.6310 -1.8232
Si -4.6710 1.8074 -2.0698
C -4.9685 0.8481 -0.5003
C -5.8458 1.3972 -3.4501
Se -2.7028 1.0014 -3.0370
H -5.3337 4.1332 -1.5538
H -4.0309 4.0792 -2.7455
H -3.6737 3.8169 -1.0322
H -5.9493 1.0809 -0.0789
H -4.2159 1.0897 0.2504
H -4.9333 -0.2228 -0.7056
H -6.8476 1.7724 -3.2287
H -5.9076 0.3188 -3.5982
H -5.5123 1.8515 -4.3838
```


Record 4
Formula: C28H31Cl3NOPSn
Source: the OMol25 dataset
Level of theory: ωB97M-V/def2-TZVPD

Computed properties:
- Charge: -2
- Gap between HOMO and LUMO: 0.121 hartree
- E_HOMO: 0.6 eV

```
66
C28H31Cl3NOPSn (ωB97M-V/def2-TZVPD)
C 2.1655 1.4152 -3.9655
C 3.3288 1.7057 -3.2041
C 3.0721 2.8830 -2.4484
C 4.5967 0.9421 -3.2144
C 1.6958 3.2323 -2.6257
C 1.1331 2.3179 -3.5619
C -0.2710 2.2775 -4.0139
C 2.0710 0.3659 -4.9994
C 4.0858 3.6151 -1.6590
C 0.9824 4.3213 -1.9265
Sn 1.0037 0.0840 0.1283
Cl 2.9293 -1.1807 0.5212
Cl 0.2481 -0.4470 -1.9889
Cl 1.6647 2.2857 0.6689
H 4.4258 -0.1064 -3.4929
H 5.0769 0.9535 -2.2248
H 5.3187 1.3588 -3.9324
H 4.6388 2.9484 -0.9765
H 3.6274 4.4275 -1.0800
H 4.8363 4.0779 -2.3213
H 1.1590 4.2682 -0.8429
H -0.0990 4.2434 -2.0831
H 1.3118 5.3143 -2.2672
H -0.9302 2.8193 -3.3256
H -0.6600 1.2523 -4.0645
H -0.3775 2.7303 -5.0119
H 2.3844 -0.6216 -4.6234
H 2.7277 0.6009 -5.8541
H 1.0491 0.2924 -5.3920
O -2.8143 0.2767 -2.6542
H -3.1355 -0.0898 -3.5187
N -0.6288 -0.0392 1.2338
P -1.3882 -1.1782 2.0234
C -3.1462 -1.1455 1.5729
C -4.1139 -0.8672 2.5542
C -5.4441 -0.6400 2.1914
C -5.8256 -0.6838 0.8458
C -4.8720 -0.9566 -0.1402
C -3.5390 -1.1807 0.2163
C -0.6158 -2.7768 1.6441
C 0.5747 -3.0964 2.3182
C 1.4276 -4.0748 1.8181
C 1.0784 -4.7759 0.6636
C -0.1278 -4.5024 0.0082
C -0.9801 -3.5089 0.5000
C -1.1083 -0.7692 3.7621
C -0.4694 0.4557 4.0388
C -0.0701 0.7604 5.3477
C -0.3559 -0.1342 6.3849
C -1.0324 -1.3310 6.1201
C -1.4131 -1.6587 4.8113
H -3.8137 -0.8091 3.5990
H -6.1863 -0.4316 2.9691
H -6.8674 -0.5109 0.5715
H -5.1538 -0.9834 -1.1898
H -2.7999 -1.3213 -0.5705
H 0.8535 -2.5436 3.2137
H 2.3683 -4.2713 2.3317
H 1.7449 -5.5479 0.2840
H -0.4041 -5.0649 -0.8893
H -1.9180 -3.2857 -0.0095
H -0.2534 1.1433 3.2089
H 0.4601 1.6905 5.5587
H -0.0475 0.1021 7.4102
H -1.2503 -2.0279 6.9346
H -1.9274 -2.5988 4.6178
```


Record 5
Formula: C28H31Cl6N5
Source: the OMol25 dataset
Level of theory: ωB97M-V/def2-TZVPD

Computed properties:
- Gap between HOMO and LUMO: 0.364 hartree
- ΔE to the lowest compared entry with this formula, charge and spin: 18.22 kcal/mol
- E_HOMO: -9.3 eV
- SMILES: c1ccncc1.c1ccncc1.c1ccncc1.c1ccncc1.c1ccncc1.ClCCl.ClCCl.ClCCl

```
70
C28H31Cl6N5 (ωB97M-V/def2-TZVPD)
N 5.7630 2.2530 2.3666
C 5.2514 1.8130 1.1014
C 3.9459 2.0021 0.6989
C 3.1219 2.6055 1.6228
C 3.5598 3.0835 2.8347
C 4.8965 2.8995 3.1600
H 5.9113 1.2010 0.5045
H 3.5790 1.5161 -0.1931
H 2.0830 2.7535 1.3675
H 2.9012 3.6641 3.4635
H 5.2535 3.3909 4.0530
N 1.9103 1.1494 -2.7570
C 2.7753 0.2787 -3.2924
C 3.8315 0.6756 -4.0498
C 3.9550 2.0918 -4.3254
C 3.0760 2.9569 -3.6992
C 2.1018 2.4787 -2.8999
H 2.7265 -0.7931 -3.1689
H 4.5888 0.0108 -4.4383
H 4.8019 2.3727 -4.9339
H 3.1801 4.0206 -3.8548
H 1.3795 3.0825 -2.3707
N -0.0285 -2.4267 -1.9978
C -0.3973 -1.7389 -3.1409
C 0.1835 -1.8740 -4.3953
C 1.2548 -2.7029 -4.5108
C 1.6004 -3.5788 -3.4614
C 0.9638 -3.3632 -2.2280
H -1.3173 -1.1793 -3.0584
H -0.2113 -1.3675 -5.2636
H 1.7690 -2.6989 -5.4605
H 2.4318 -4.2602 -3.5663
H 1.2390 -4.0324 -1.4262
N -3.5974 -0.3090 -1.4242
C -4.7989 0.3206 -1.3349
C -5.7496 -0.1634 -0.4417
C -5.4454 -1.2249 0.4222
C -4.2397 -1.8586 0.2827
C -3.3836 -1.4031 -0.6853
H -4.9971 1.1391 -2.0110
H -6.7331 0.2818 -0.4112
H -6.1674 -1.6328 1.1140
H -3.9461 -2.6865 0.9110
H -2.4054 -1.8608 -0.6779
N -2.4402 -1.1816 3.1193
C -1.3548 -0.6624 3.7105
C -0.8675 -1.1500 4.9388
C -1.5036 -2.1930 5.5907
C -2.6701 -2.6714 5.0240
C -3.0967 -2.1260 3.7957
H -0.8458 0.1645 3.2376
H 0.0562 -0.7641 5.3441
H -1.0481 -2.6571 6.4530
H -3.2645 -3.4846 5.4137
H -3.9581 -2.4628 3.2381
C -1.2535 1.9210 -0.6010
Cl -0.6651 3.5695 -0.8805
Cl -0.3585 1.3207 0.8065
H -2.3329 1.8276 -0.4809
H -0.9724 1.3403 -1.4796
C 1.8341 -1.4892 0.8182
Cl 3.3744 -2.1670 0.3394
Cl 1.7322 -1.1353 2.5393
H 1.7749 -0.5674 0.2397
H 1.0108 -2.1822 0.6447
C -4.0061 1.8106 1.9072
Cl -4.3120 3.1184 0.7043
Cl -3.0777 2.4127 3.3256
H -4.9807 1.5263 2.3039
H -3.3917 0.9959 1.5241
```


Record 6
Formula: C28H31IrN3O9PS3
Source: the OMol25 dataset
Level of theory: ωB97M-V/def2-TZVPD

Computed properties:
- <S²>: 0.7546
- Charge: -1
- 2S+1: 2
- Gap between HOMO and LUMO (spin up / spin down): 0.275 / 0.228 hartree
- ΔE to the lowest compared entry with this formula, charge and spin: 3.55 kcal/mol
- E_HOMO (spin up / spin down): -5.1 / -5.1 eV

```
76
C28H31IrN3O9PS3 (ωB97M-V/def2-TZVPD)
Ir 0.6433 0.0259 0.0712
O 0.4831 -4.3454 -0.9483
C -0.4017 -4.6773 0.0094
C -0.8114 -6.0115 0.0520
C -1.7183 -6.4368 0.9999
C -2.2383 -5.5433 1.9335
C -1.8276 -4.2257 1.9024
C -0.9101 -3.7734 0.9538
C -0.4832 -2.3583 0.9684
O 0.0346 -1.8875 -0.1432
N -0.6318 -1.6679 2.0561
N -0.2508 -0.3453 1.8516
C -0.7259 0.5451 2.6341
C -0.5357 1.9704 2.4582
C -1.3062 2.8353 3.2408
C -1.2229 4.2041 3.0930
C -0.3484 4.7271 2.1398
C 0.4305 3.8956 1.3609
C 0.3565 2.5066 1.5083
O 1.2022 1.7492 0.8182
H 0.6553 -3.3864 -0.8934
H -0.3942 -6.6913 -0.6792
H -2.0274 -7.4751 1.0115
H -2.9566 -5.8741 2.6719
H -2.2098 -3.5059 2.6131
H -1.3693 0.1927 3.4339
H -1.9928 2.4057 3.9612
H -1.8320 4.8602 3.7000
H -0.2819 5.7997 2.0020
H 1.1079 4.2840 0.6118
C 0.6300 -0.5192 -2.8232
O 1.3035 0.0621 -1.7415
H 0.4018 0.2479 -3.5740
H -0.3146 -0.9850 -2.5283
H 1.2718 -1.2777 -3.2821
C 5.6257 -0.1353 2.7457
C 5.3425 1.0774 1.8764
C 4.2168 1.9418 2.4154
O 5.1023 0.7526 0.4877
P 4.3769 -0.5309 -0.1577
S 5.4677 -2.1315 -0.1589
S 2.6388 -0.9326 0.8868
O 4.1532 0.0041 -1.6213
C 4.1283 1.3345 -2.1970
C 5.5624 1.7321 -2.5075
C 3.4013 2.3982 -1.3947
H 6.0000 0.2109 3.7117
H 6.3731 -0.7775 2.2830
H 4.7225 -0.7220 2.9131
H 6.2546 1.6777 1.8248
H 3.2684 1.4097 2.3707
H 4.1226 2.8608 1.8361
H 4.4286 2.2095 3.4535
H 3.5909 1.1722 -3.1329
H 6.1093 1.9212 -1.5838
H 5.5692 2.6399 -3.1152
H 6.0686 0.9375 -3.0560
H 3.9047 2.5917 -0.4506
H 2.3657 2.1317 -1.2112
H 3.3987 3.3204 -1.9823
O -0.2324 2.6561 -1.7335
C -1.1969 1.9804 -1.4426
N -1.1857 0.8415 -0.6721
S -2.6891 0.2467 -0.3774
O -3.1027 0.4816 0.9813
O -2.8182 -1.0929 -0.8760
C -3.5170 1.4008 -1.4267
C -4.8565 1.4700 -1.7540
C -5.2479 2.4966 -2.6039
C -4.3186 3.4114 -3.0964
C -2.9758 3.3181 -2.7553
C -2.5893 2.2927 -1.9122
H -5.5676 0.7538 -1.3645
H -6.2877 2.5861 -2.8912
H -4.6520 4.2018 -3.7570
H -2.2362 4.0140 -3.1290
```


Record 7
Formula: C28H31N3O3
Source: the OMol25 dataset
Level of theory: ωB97M-V/def2-TZVPD

Computed properties:
- Gap between HOMO and LUMO: 0.256 hartree
- ΔE to the lowest compared entry with this formula, charge and spin: 117.09 kcal/mol
- E_HOMO: -7.1 eV
- SMILES: CN1C(=O)[C@@H](Cc2ccccc2)N(/C=C/[C@H](c2ccccc2)N2C(=O)CCC2=O)C12CCCC2

```
65
C28H31N3O3 (ωB97M-V/def2-TZVPD)
C -1.2214 0.4304 0.9445
C 0.2022 0.6197 1.3789
C 0.5813 -0.7037 1.9513
O 1.6026 -1.0066 2.6372
N -0.3972 -1.6332 1.7165
C -1.5575 -1.0568 1.1984
O -2.5794 -1.6196 0.8966
H -1.9038 1.0257 1.5680
H -1.3698 0.6760 -0.1152
H 0.8952 0.8413 0.5508
H 0.2948 1.3861 2.1636
C 0.1522 -7.4516 -3.3107
N 0.1657 -6.1551 -2.6842
C 0.3054 -5.0217 -3.4419
O 0.5104 -4.9827 -4.6581
C 0.1355 -3.8401 -2.5187
C -1.0175 -2.9229 -2.9087
C -2.3255 -3.6770 -2.9492
C -2.6213 -4.4864 -4.0517
C -3.7962 -5.2348 -4.0873
C -4.7047 -5.1581 -3.0270
C -4.4359 -4.3172 -1.9431
C -3.2576 -3.5697 -1.9130
N -0.0877 -4.4673 -1.2380
C -0.2373 -3.6377 -0.1708
C -0.6989 -4.0573 1.0592
C -0.8442 -3.3040 2.2791
C -1.4160 -3.8874 3.4904
C -1.3653 -3.0834 4.6561
C -1.6615 -3.6347 5.8988
C -2.0171 -4.9782 6.0085
C -2.0619 -5.7762 4.8686
C -1.8086 -5.2470 3.6078
C -0.2029 -5.9360 -1.2951
C -1.6244 -6.4830 -1.0084
C -1.4155 -7.9115 -0.5101
C 0.0673 -8.0530 -0.0968
C 0.7588 -6.7154 -0.3612
H 0.6107 -7.3568 -4.3007
H 0.7216 -8.1736 -2.7161
H -0.8712 -7.8386 -3.4407
H 1.0876 -3.2921 -2.4677
H -1.0771 -2.0941 -2.1971
H -0.7755 -2.5264 -3.9040
H -1.9175 -4.5146 -4.8874
H -3.9976 -5.8701 -4.9526
H -5.6274 -5.7397 -3.0546
H -5.1442 -4.2324 -1.1150
H -3.0591 -2.8935 -1.0746
H -0.0203 -2.5890 -0.3827
H -0.9455 -5.1194 1.1440
H -0.0377 -2.5374 2.7727
H -1.0449 -2.0313 4.5586
H -1.5966 -2.9719 6.7749
H -2.2461 -5.3752 6.9705
H -2.3014 -6.8394 4.9517
H -1.8546 -5.8844 2.7052
H -2.1085 -5.8590 -0.2493
H -2.2418 -6.4134 -1.9143
H -2.0764 -8.1302 0.3384
H -1.6691 -8.6306 -1.3004
H 0.1443 -8.3346 0.9607
H 0.5485 -8.8569 -0.6688
H 1.7358 -6.8271 -0.8491
H 0.8995 -6.1447 0.5622
```


- Number 4 is which compound?
  C28H31Cl3NOPSn